1.
C35H30N5O4RuSTe | ωB97M-V/def2-TZVPD

The geometry in XYZ format:
```
77
Properties=species:S:1:pos:R:3:forces:R:3
Ru 0.079 -0.211 0.297 -0.48 -0.32 -0.58
O 4.395 4.857 -0.038 -0.04 0.08 -0.05
C 3.268 5.062 0.455 -0.03 -0.15 0.11
O 2.855 5.902 1.265 0.04 0.00 -0.03
C 2.218 3.998 0.032 -0.06 0.09 -0.09
C 2.431 3.190 -1.082 -0.02 -0.01 0.02
C 1.594 2.121 -1.314 0.09 -0.02 0.01
N 0.575 1.829 -0.495 -0.01 0.07 0.03
C 0.292 2.677 0.511 -0.09 -0.07 -0.03
C 1.078 3.771 0.795 0.06 0.10 0.01
C -0.924 2.310 1.339 -0.10 -0.20 -0.26
O -1.368 3.067 2.173 0.00 0.05 0.09
O -1.416 1.128 1.051 0.15 0.35 0.12
H 3.298 3.383 -1.701 -0.01 0.01 -0.03
H 1.758 1.439 -2.143 -0.01 0.03 0.07
H 0.847 4.428 1.622 -0.01 0.00 -0.01
N -2.148 -1.270 0.602 0.16 0.25 0.13
C -2.546 -2.624 0.350 0.18 -0.06 -0.11
C -3.871 -2.993 0.548 0.01 -0.03 0.08
C -4.292 -4.288 0.309 0.01 0.00 0.00
C -3.373 -5.221 -0.150 -0.01 0.00 0.01
C -2.058 -4.850 -0.363 -0.01 -0.01 0.04
C -1.600 -3.550 -0.108 -0.05 0.13 0.01
C -0.186 -3.214 -0.466 -0.05 -0.12 0.00
C 0.754 -4.252 -0.470 -0.02 -0.05 -0.06
C 1.994 -4.114 -1.073 -0.01 0.05 0.00
C 2.314 -2.935 -1.728 -0.04 0.00 0.01
C 1.429 -1.867 -1.643 0.02 0.12 -0.03
C 0.216 -1.954 -0.949 0.11 0.09 0.10
H -2.654 -0.607 0.022 0.01 -0.03 -0.05
H -2.338 -0.980 1.557 -0.10 -0.05 -0.01
H -4.572 -2.243 0.894 0.00 0.00 0.00
H -5.327 -4.563 0.461 0.00 0.00 0.01
H -3.686 -6.234 -0.366 0.00 0.00 -0.01
H -1.377 -5.578 -0.778 0.00 0.01 -0.01
H 0.502 -5.199 -0.010 0.02 0.00 0.00
H 2.696 -4.938 -1.053 0.00 0.00 -0.02
H 3.249 -2.824 -2.262 0.01 -0.02 0.01
H 1.707 -0.929 -2.118 0.04 0.00 0.05
C 2.265 2.862 4.622 0.01 -0.02 -0.02
C 0.777 2.527 4.592 0.03 0.03 0.06
C 0.498 1.173 4.026 0.00 0.07 0.05
N 0.914 0.756 2.888 -0.03 -0.01 0.01
N 0.400 -0.470 2.535 0.11 -0.09 0.05
C -0.369 -0.995 3.452 0.10 0.01 0.05
N -1.001 -2.181 3.298 -0.07 0.00 -0.04
S -0.532 0.017 4.836 -0.07 -0.02 -0.03
H 2.413 3.858 5.035 0.00 0.01 -0.02
H 2.685 2.847 3.617 0.02 0.00 -0.01
H 2.818 2.146 5.232 0.01 0.01 0.00
H 0.235 3.240 3.964 -0.02 -0.04 0.00
H 0.337 2.594 5.589 0.03 -0.02 0.01
H -0.705 -2.780 2.543 0.02 -0.01 0.00
H -1.448 -2.618 4.084 0.02 -0.01 0.02
Te 3.205 -0.392 0.766 0.15 -0.34 0.53
C 4.318 0.884 2.019 0.01 0.21 -0.07
C 4.722 0.436 3.271 -0.03 -0.03 0.00
C 5.478 1.271 4.083 -0.01 0.01 -0.01
C 5.824 2.543 3.647 -0.02 -0.04 -0.01
C 5.420 2.988 2.395 0.07 0.05 0.07
C 4.667 2.158 1.579 -0.06 -0.12 -0.01
C 4.750 -0.704 -0.630 -0.05 -0.01 -0.08
C 4.939 0.151 -1.707 -0.02 0.08 -0.07
C 5.980 -0.075 -2.599 0.00 0.00 0.02
C 6.830 -1.156 -2.414 -0.01 -0.01 0.01
C 6.643 -2.010 -1.335 0.00 0.00 -0.03
C 5.603 -1.788 -0.444 -0.01 0.01 -0.03
H 4.455 -0.558 3.608 0.01 0.00 0.00
H 5.796 0.924 5.059 0.00 0.00 0.00
H 6.410 3.192 4.287 0.00 0.00 0.00
H 5.670 3.980 2.042 -0.06 0.00 -0.04
H 4.359 2.526 0.610 0.06 0.02 0.01
H 4.288 1.006 -1.849 0.02 -0.03 0.04
H 6.128 0.601 -3.430 0.00 0.00 -0.01
H 7.642 -1.330 -3.108 0.00 0.00 0.00
H 7.307 -2.852 -1.186 0.01 0.01 0.00
H 5.456 -2.454 0.397 0.00 0.00 0.00
```
Forces are in eV/Å.

multiplicity: 6
<S²>: 8.76
frontier orbital gap (alpha / beta): 7.515 / 5.985 eV
total energy: -73129.7415 eV
E_HOMO (alpha / beta): -7.84 / -7.84 eV

2.
C35H31AsFN2O5RhS | ωB97M-V/def2-TZVPD

The geometry in XYZ format:
```
77
Properties=species:S:1:pos:R:3:forces:R:3
Rh -0.863 1.205 -1.579 0.97 -0.58 0.93
S -1.989 2.750 -0.318 0.12 0.86 0.59
C -2.380 2.083 1.275 0.11 -0.01 -0.19
C -2.608 2.936 2.352 -0.02 -0.03 0.06
C -2.926 2.408 3.596 0.01 0.01 -0.01
C -3.010 1.035 3.786 0.00 -0.03 0.02
C -2.790 0.180 2.714 -0.07 0.01 0.00
C -2.492 0.707 1.466 0.22 -0.03 0.00
As -2.139 -0.324 -0.123 -0.80 0.75 -0.40
C -1.537 -2.018 0.555 0.30 0.03 -0.16
C -0.189 -2.150 0.877 0.05 -0.09 0.05
C 0.270 -3.326 1.449 -0.06 -0.01 -0.01
C -0.612 -4.371 1.691 0.02 0.00 0.00
C -1.953 -4.240 1.362 -0.02 -0.01 0.00
C -2.422 -3.064 0.791 -0.02 0.02 0.00
C -3.893 -0.630 -0.867 0.05 -0.17 0.05
C -4.052 -1.577 -1.877 0.01 0.02 -0.06
C -5.278 -1.709 -2.512 0.01 0.01 0.01
C -6.344 -0.899 -2.143 0.01 -0.01 0.00
C -6.183 0.047 -1.141 0.00 -0.01 0.01
C -4.959 0.186 -0.501 -0.02 -0.02 0.01
H -2.520 4.007 2.218 0.01 -0.01 -0.02
H -3.089 3.079 4.430 0.00 -0.01 0.00
H -3.235 0.630 4.764 0.00 0.01 0.00
H -2.849 -0.893 2.854 0.01 0.00 -0.02
H 0.495 -1.333 0.686 -0.08 -0.10 0.01
H 1.318 -3.429 1.701 0.00 0.00 0.00
H -0.253 -5.291 2.132 0.00 0.00 0.00
H -2.639 -5.056 1.546 0.00 0.01 0.00
H -3.469 -2.965 0.535 0.01 0.01 -0.01
H -3.218 -2.188 -2.199 0.03 -0.01 0.02
H -5.389 -2.436 -3.306 -0.01 0.00 0.01
H -7.299 -1.003 -2.642 0.00 0.01 0.00
H -7.012 0.681 -0.853 0.00 0.00 -0.01
H -4.839 0.928 0.278 0.02 0.00 0.00
C 6.363 -0.807 -0.937 0.01 -0.01 -0.01
C 5.981 0.109 0.218 -0.11 0.07 0.01
C 6.383 -0.514 1.544 0.00 -0.07 -0.02
C 5.962 0.354 2.714 0.01 0.03 0.02
C 4.478 0.576 2.665 -0.09 -0.03 -0.02
C 3.735 0.764 3.807 0.03 0.00 0.00
C 2.361 0.972 3.726 -0.02 0.00 0.06
F 1.686 1.155 4.876 0.00 0.00 -0.02
C 1.696 0.994 2.537 0.05 -0.04 -0.01
C 2.436 0.802 1.359 -0.06 0.04 -0.04
C 1.733 0.843 0.074 0.14 -0.18 -0.10
O 0.482 0.844 0.112 -0.59 0.18 -0.14
C 2.541 0.816 -1.093 0.11 -0.01 0.19
C 3.876 0.566 -0.936 0.06 -0.05 -0.01
N 4.519 0.398 0.229 0.00 0.02 0.00
C 3.816 0.585 1.420 0.11 0.02 -0.07
C 2.086 1.060 -2.517 -0.36 0.16 0.05
O 2.876 0.845 -3.420 0.08 0.03 0.02
O 0.917 1.581 -2.676 -0.30 0.07 -0.19
H 7.379 -1.165 -0.774 0.00 0.01 -0.01
H 6.346 -0.313 -1.906 -0.02 0.01 0.00
H 5.698 -1.671 -0.979 0.01 -0.01 0.02
H 6.493 1.071 0.109 0.03 -0.02 0.03
H 7.463 -0.665 1.534 0.00 0.02 0.01
H 5.917 -1.501 1.625 0.01 -0.01 0.01
H 6.479 1.317 2.666 0.01 -0.01 -0.01
H 6.238 -0.106 3.663 -0.01 0.00 0.00
H 4.212 0.755 4.779 -0.01 0.00 0.00
H 0.628 1.155 2.482 -0.01 0.01 0.00
H 4.464 0.485 -1.838 -0.04 0.00 -0.04
N -1.442 2.512 -3.109 -0.40 -0.13 -0.28
C -1.711 1.940 -4.449 -0.01 -0.01 0.07
C -2.632 0.730 -4.348 0.18 0.12 -0.13
C -1.845 -0.506 -3.930 0.03 -0.07 0.60
O -1.846 -1.518 -4.603 -0.19 -0.01 -0.20
O -1.217 -0.433 -2.789 0.58 -0.63 -0.67
H -2.213 3.105 -2.812 0.01 -0.02 0.01
H -0.591 3.070 -3.160 -0.07 0.03 0.08
H -0.746 1.656 -4.866 -0.01 -0.04 0.00
H -2.133 2.725 -5.081 -0.06 -0.05 -0.04
H -3.105 0.534 -5.308 0.02 -0.03 -0.01
H -3.418 0.922 -3.609 0.00 -0.02 0.00
```
Forces are in eV/Å.

frontier orbital gap (alpha / beta): 6.874 / 6.860 eV
total energy: -127416.9533 eV
E_HOMO (alpha / beta): -7.26 / -7.19 eV